## one
Here is 2 unconnected molecules or ions with the total composition C4H5N3O3 from the OMol25 dataset. Energies are from ωB97M-V with the def2-TZVPD basis set.

XYZ file:
```
15
Properties=species:S:1:pos:R:3:lowdin_charge:R:1
C -0.50942 -1.24582 -2.07193 -0.10
C 0.17467 -0.38234 -1.15416 -0.27
C -0.93147 0.34428 4.04049 -0.47
C -0.20438 0.03326 0.05028 -0.15
N 0.20560 -1.40125 -3.14172 0.06
N 1.26164 0.22485 -1.95827 0.03
N 0.55584 0.91684 0.81129 0.07
O -1.83071 1.03834 3.89145 0.22
O -0.13779 -0.43855 4.24064 0.24
O 1.30730 -0.57386 -3.07947 -0.15
H -1.50332 -1.58561 -1.92946 0.11
H -1.26294 -0.28954 0.27724 0.14
H 0.40118 1.03069 1.84271 0.09
H 1.03403 1.13949 -2.34015 0.13
H 1.43976 1.18922 0.52106 0.05
```

Results
Net charge: 0
M, g mol⁻¹: 143.1
Multiplicity: 1
Structure (SMILES): N/C=C1/C=NON1.O=C=O
E_LUMO, eV: 0.18

=====

## two
Here is C4H5N3O3 in the gas phase from the OMol25 dataset. Energies are from ωB97M-V with the def2-TZVPD basis set.

XYZ file:
```
15
Properties=species:S:1:pos:R:3:lowdin_charge:R:1
C -2.23767 0.27631 -0.34331 0.05
C 1.41559 -0.90435 -0.26158 -0.44
C -0.78251 -1.21833 0.90151 -0.16
C 0.97340 0.37341 -0.98099 0.08
N -1.57541 -0.58707 0.16196 -0.06
N 0.56329 -1.40689 0.65304 0.12
N 0.45306 1.45131 -0.41550 -0.32
O 0.23183 2.50247 -0.97236 0.02
O 2.49850 -1.41267 -0.57564 0.05
O 0.18617 1.55513 0.92512 0.08
H -2.93786 0.09886 -1.26293 0.08
H 0.08669 2.44935 1.24267 0.13
H -1.34508 -1.57493 1.68313 0.12
H 1.30670 0.45085 -1.90477 0.09
H 1.16331 -2.05343 1.14965 0.16
```

Results
Net charge: 0
M, g mol⁻¹: 143.1
Multiplicity: 1
E_LUMO, eV: 0.06

=====

## three
Here is C4H5N3O3 in the gas phase from the OMol25 dataset. Energies are from ωB97M-V with the def2-TZVPD basis set.

XYZ file:
```
15
Properties=species:S:1:pos:R:3:lowdin_charge:R:1
C 1.40160 -0.43749 0.02792 -0.43
C 0.35548 0.65900 -0.09661 -0.19
C -1.01726 0.62061 0.08125 -0.15
C -1.99794 -0.58116 0.26753 -0.18
H 2.93930 0.83436 -0.26805 0.11
H 3.33881 -0.79282 -0.05489 0.09
H -1.71411 -1.05154 1.21383 0.12
H -3.07784 -0.33800 0.25051 0.14
H -0.93967 -1.95403 -0.58514 0.05
N 2.67550 -0.10510 -0.08046 0.22
N 0.75213 1.84672 -0.32975 0.15
N -1.44283 1.87366 0.10811 0.14
O 0.90249 -1.55131 0.23011 0.05
O -0.35520 2.59044 -0.11315 -0.06
O -1.82044 -1.61335 -0.65121 -0.05
```

Results
Net charge: 0
M, g mol⁻¹: 143.1
Multiplicity: 1
Structure (SMILES): NC(=O)c1nonc1CO
E_LUMO, eV: 0.22

=====

It is two that is the least stable of them.

=====

## one
Here is C3H9N3 in the gas phase from the OMol25 dataset. Energies are from ωB97M-V with the def2-TZVPD basis set.

XYZ file:
```
15
Properties=species:S:1:pos:R:3:lowdin_charge:R:1
C -0.79380 -1.44862 0.33733 -0.10
C 1.38624 -1.16407 -0.92104 -0.06
C 0.07437 0.67631 -0.10497 -0.24
H -0.51687 -1.42425 1.40734 0.09
H -1.72101 -0.94247 0.46013 0.06
H -0.79717 -2.53914 0.01838 0.11
H 1.91675 -1.64532 -0.01252 0.11
H 1.14237 -1.90038 -1.78899 0.11
H 2.01305 -0.38277 -1.27154 0.05
H 0.72668 1.36590 -0.71182 0.13
H -0.51620 3.15078 1.52006 0.10
H -1.57984 2.97737 0.24083 0.06
N 0.10300 -0.63758 -0.42747 -0.25
N -0.79576 1.24613 0.71124 -0.08
N -0.64180 2.66812 0.54304 -0.10
```

Results
Net charge: 0
M, g mol⁻¹: 87.1
Multiplicity: 1
Structure (SMILES): CN(C)/C=N/N
E_LUMO, eV: 1.01

=====

## two
Here is C3H9N3 in the gas phase from the OMol25 dataset. Energies are from ωB97M-V with the def2-TZVPD basis set.

XYZ file:
```
15
Properties=species:S:1:pos:R:3:lowdin_charge:R:1
C -0.69266 -0.90979 -1.18287 -0.14
C 1.61531 -0.28091 -1.12190 -0.14
C 0.05277 0.63820 0.50753 -0.24
H -0.46719 -2.03524 -0.97849 0.11
H -1.66099 -0.55998 -0.61573 0.10
H -0.80909 -0.70103 -2.34911 0.12
H 2.20563 -0.98097 -0.32060 0.11
H 1.58801 -0.83241 -2.17450 0.10
H 2.35926 0.71242 -1.33090 0.13
H 0.89166 1.29334 0.86472 0.14
H -1.09548 0.50772 3.34051 0.10
H -2.21560 1.64962 2.38221 0.15
N 0.28984 -0.08587 -0.62477 -0.32
N -1.00748 0.38845 1.17448 -0.11
N -1.05400 1.19645 2.42942 -0.12
```

Results
Net charge: 0
M, g mol⁻¹: 87.1
Multiplicity: 1
Structure (SMILES): CN(C)/C=N/N
E_LUMO, eV: 0.97

=====

It is two that is the least stable of them.

=====

## one
Here is C3H9N3 in the gas phase from the OMol25 dataset. Energies are from ωB97M-V with the def2-TZVPD basis set.

XYZ file:
```
15
Properties=species:S:1:pos:R:3:lowdin_charge:R:1
C -0.35260 1.42392 1.90637 -0.20
C 1.51940 -0.89655 -1.65762 -0.02
N -1.05445 0.75078 0.83323 -0.10
C -0.18854 -0.24312 -0.29177 -0.51
N -1.11034 -1.14874 -0.64152 0.13
N 0.85142 0.35829 -0.51812 0.13
H -1.62380 1.40434 0.30286 0.07
H -1.83352 -1.23324 0.06354 0.10
H -0.76171 -2.01019 -1.03508 0.09
H 0.29164 2.23945 1.55589 0.06
H -1.07073 1.85420 2.61820 0.07
H 0.26602 0.70969 2.45887 0.07
H 0.91316 -0.94995 -2.56018 0.05
H 2.46530 -0.40488 -1.86692 0.04
H 1.68875 -1.85400 -1.16775 0.04
```

Results
Net charge: 0
M, g mol⁻¹: 87.1
Multiplicity: 1
Structure (SMILES): C/N=C(\N)NC
E_LUMO, eV: 0.91

=====

## two
Here is C3H9N3 in the gas phase from the OMol25 dataset. Energies are from ωB97M-V with the def2-TZVPD basis set.

XYZ file:
```
15
Properties=species:S:1:pos:R:3:lowdin_charge:R:1
C -0.68393 -1.66617 1.46179 -0.10
C -0.47405 -1.06214 0.07713 -0.28
N 0.28885 0.16797 0.19596 -0.03
C 0.71803 1.08158 -0.78125 -0.57
N -0.21514 2.08276 -1.01198 0.12
N 1.94785 1.09437 -1.09536 0.11
H -1.38630 -2.49828 1.37290 0.07
H -0.82621 -0.90031 2.21503 0.07
H 0.23147 -2.22715 1.69616 0.07
H 0.05027 -1.79878 -0.53126 0.11
H -1.46163 -0.79886 -0.32103 0.11
H 1.02176 0.08209 0.88753 0.11
H -1.08892 2.11245 -0.52019 0.08
H -0.24964 2.42481 -1.95854 0.08
H 2.12761 1.90566 -1.68690 0.04
```

Results
Net charge: 0
M, g mol⁻¹: 87.1
Multiplicity: 1
Structure (SMILES): [H]/N=C(\N)NCC
E_LUMO, eV: 0.97

=====

It is one that is the least stable of them.

=====

## one
Here is 2 unconnected molecules or ions with the total composition ClHNO2S from the OMol25 dataset. Energies are from ωB97M-V with the def2-TZVPD basis set.

XYZ file:
```
6
Properties=species:S:1:pos:R:3:lowdin_charge:R:1
N -1.45352 0.60287 0.16187 -0.72
O 1.76080 -0.77804 1.55614 -0.54
O 1.76209 -0.77775 -0.89151 -0.54
S 1.03172 -1.12998 0.33187 0.76
Cl -2.23025 0.63510 -1.35841 0.17
H -0.87084 1.44781 0.20003 -0.13
```

Results
Net charge: -1
M, g mol⁻¹: 114.5
Multiplicity: 1
E_LUMO (alpha / beta), eV: 3.31 / 3.53

=====

## two
Here is 2 unconnected molecules or ions with the total composition ClHNO2S from the OMol25 dataset. Energies are from ωB97M-V with the def2-TZVPD basis set.

XYZ file:
```
6
Properties=species:S:1:pos:R:3:lowdin_charge:R:1
N 0.15163 0.33068 -0.03920 -0.38
O 0.77264 -2.24809 0.24392 -0.54
O 0.97193 2.36894 0.57247 -0.24
S -0.03092 -1.13335 -0.18926 0.41
Cl -2.30768 -1.96503 -0.30817 -0.27
H 0.44240 2.64685 -0.27976 0.01
```

Results
Net charge: -1
M, g mol⁻¹: 114.5
Multiplicity: 1
E_LUMO (alpha / beta), eV: 2.66 / 2.81

=====

It is two that is the least stable of them.

=====

## one
Here is 2 unconnected molecules or ions with the total composition C2H6OSi from the OMol25 dataset. Energies are from ωB97M-V with the def2-TZVPD basis set.

XYZ file:
```
10
Properties=species:S:1:pos:R:3:lowdin_charge:R:1
C 2.23499 -0.38535 -0.46112 -0.01
C 0.02375 0.43475 1.01201 -0.35
O 1.81729 -1.02353 -1.28797 0.00
Si -0.94220 -0.12284 -0.56906 0.59
H 0.92390 1.08201 1.13117 0.03
H 0.27623 -0.43597 1.59447 0.01
H -0.65326 0.88754 1.63794 -0.03
H -2.49137 0.22486 -0.45033 -0.06
H -0.41404 0.79598 -1.68493 -0.06
H -0.77529 -1.45746 -0.92218 -0.12
```

Results
Net charge: 0
M, g mol⁻¹: 74.2
Multiplicity: 1
E_LUMO, eV: 1.06

=====

## two
Here is a molecular structure, C2H6OSi from the OMol25 dataset. Energies are from ωB97M-V with the def2-TZVPD basis set.

XYZ file:
```
10
Properties=species:S:1:pos:R:3:lowdin_charge:R:1
C -0.82203 0.96577 0.99035 -0.50
C 0.30327 -0.62646 -1.37621 -0.22
O -0.88933 2.16826 0.97653 -0.04
Si 0.66697 -0.06668 0.53020 0.67
H -1.83967 0.45478 1.09242 0.08
H 0.18581 0.19977 -2.09864 0.03
H 0.93541 -1.33799 -1.81628 -0.02
H -0.63381 -1.13249 -1.04481 0.01
H 0.16341 -1.37962 1.82718 0.03
H 1.92996 0.75466 0.91925 -0.04
```

Results
Net charge: 0
M, g mol⁻¹: 74.2
Multiplicity: 1
E_LUMO, eV: 0.38

=====

It is two that is the least stable of them.

=====

## one
Here is 2 unconnected molecules or ions with the total composition C3H10O3 from the OMol25 dataset. Energies are from ωB97M-V with the def2-TZVPD basis set.

XYZ file:
```
16
Properties=species:S:1:pos:R:3:lowdin_charge:R:1
O 1.77278 0.10251 0.79529 -0.16
O -0.31487 0.62892 1.55264 -0.17
C 1.53986 -1.01528 -0.07201 -0.09
C -0.24581 2.02146 1.16500 -0.08
C 0.92300 0.08920 1.91149 -0.30
H 0.51449 -0.89118 -0.45910 0.09
H 1.62999 -2.02231 0.36886 0.09
H 2.24629 -0.93593 -0.91537 0.09
H -1.27786 2.38408 1.02365 0.09
H 0.31590 2.18559 0.23004 0.09
H 0.22747 2.61131 1.96793 0.09
H 0.68794 -0.91005 2.32584 0.14
H 1.36804 0.69450 2.72451 0.13
O -3.38783 -1.94716 -4.14114 -0.09
H -3.37824 -1.05802 -3.71973 0.05
H -2.62116 -1.93763 -4.75789 0.05
```

Results
Net charge: 0
M, g mol⁻¹: 94.1
Multiplicity: 1
Structure (SMILES): COCOC.O
E_LUMO, eV: 0.70

=====

## two
Here is 3 unconnected molecules or ions with the total composition C3H10O3 from the OMol25 dataset. Energies are from ωB97M-V with the def2-TZVPD basis set.

XYZ file:
```
16
Properties=species:S:1:pos:R:3:lowdin_charge:R:1
O 0.53703 1.52396 -1.52775 -0.05
C 0.17811 1.60330 -0.27867 -0.15
C 0.68633 0.75246 0.84785 -0.19
C -0.48698 0.29742 1.84442 -0.05
H -0.63010 2.22027 -0.03565 0.10
H 1.51762 1.34409 1.35493 0.14
H 1.38509 -0.00217 0.55870 0.09
H -0.88017 1.16711 2.37410 0.07
H -0.04061 -0.40148 2.49526 0.05
H -1.18483 -0.25216 1.19094 0.06
H 1.20868 0.02294 -1.91330 0.02
H 0.84550 -0.88395 -3.03372 0.05
O 0.85416 -0.91450 -2.06174 -0.11
H -0.72070 -1.73592 -0.78604 0.01
H -1.82017 -2.69254 -0.80966 0.02
O -1.44897 -2.04883 -0.21967 -0.06
```

Results
Net charge: 0
M, g mol⁻¹: 94.1
Multiplicity: 1
Structure (SMILES): CCC=O.O.O
E_LUMO, eV: 0.46

=====

It is one that is the least stable of them.

=====

## one
Here is a molecular structure, C2H4INS from the OMol25 dataset. Energies are from ωB97M-V with the def2-TZVPD basis set.

XYZ file:
```
9
Properties=species:S:1:pos:R:3:lowdin_charge:R:1
C 0.59908 0.80873 -0.07095 -0.05
C 0.86291 -0.64613 -0.00406 -0.45
N -1.47893 -0.09023 0.36683 -1.10
S -0.81659 -1.46261 -0.11286 0.72
I -3.23030 0.54822 -0.24003 0.72
H 0.15141 1.42014 0.65934 0.03
H 1.12675 1.35555 -0.77170 0.03
H 1.54488 -0.94807 -0.73054 0.05
H 1.24079 -0.98560 0.90398 0.04
```

Results
Net charge: 0
M, g mol⁻¹: 201.0
Multiplicity: 1
E_LUMO (alpha / beta), eV: -0.78 / -0.19

=====

## two
Here is 2 unconnected molecules or ions with the total composition C2H4INS from the OMol25 dataset. Energies are from ωB97M-V with the def2-TZVPD basis set.

XYZ file:
```
9
Properties=species:S:1:pos:R:3:lowdin_charge:R:1
C 0.66894 0.47982 0.52841 -0.18
C 1.35630 0.02276 -0.52030 -0.14
N -1.50645 -0.42878 0.21988 -0.99
S -1.00016 -1.82735 -0.09947 0.72
I -3.37906 0.75971 -0.30345 0.42
H 1.10194 0.39049 1.51131 0.05
H -0.31628 0.99035 0.53468 0.02
H 0.78152 0.16208 -1.42106 0.04
H 2.29327 -0.54908 -0.45001 0.06
```

Results
Net charge: 0
M, g mol⁻¹: 201.0
Multiplicity: 1
Structure (SMILES): S=NI.C=C
E_LUMO (alpha / beta), eV: -1.95 / -1.91

=====

It is one that is the least stable of them.

=====

## one
Here is 2 unconnected molecules or ions with the total composition C3H10O2S2 from the OMol25 dataset. Energies are from ωB97M-V with the def2-TZVPD basis set.

XYZ file:
```
17
Properties=species:S:1:pos:R:3:lowdin_charge:R:1
C -0.34176 1.97920 0.63186 -0.24
C 0.90978 2.30537 -0.30486 -0.25
O 2.15521 1.64992 -0.08014 -0.12
C -1.04601 0.70361 0.17187 -0.56
S -0.22809 -0.79062 0.93977 0.40
S -1.33378 -2.29049 0.05671 0.31
H -0.13507 1.90739 1.74533 0.11
H -1.17086 2.84157 0.53172 0.15
H 1.13073 3.30457 -0.30633 0.07
H 0.60435 1.92720 -1.39066 0.15
H 2.26049 1.38723 0.89968 0.13
H -2.02586 0.52879 0.68460 0.05
H -1.33793 0.53962 -0.87215 0.08
H -2.64688 -1.98185 0.19237 -0.18
H 0.89007 -0.92621 -1.42896 -0.02
H 1.87416 0.10881 -1.50532 -0.03
O 1.39663 -0.43347 -2.10576 -0.07
```

Results
Net charge: 0
M, g mol⁻¹: 142.2
Multiplicity: 1
Structure (SMILES): OCCCSS.O
E_LUMO, eV: 0.23

=====

## two
Here is 2 unconnected molecules or ions with the total composition C3H10O2S2 from the OMol25 dataset. Energies are from ωB97M-V with the def2-TZVPD basis set.

XYZ file:
```
17
Properties=species:S:1:pos:R:3:lowdin_charge:R:1
C -0.10645 0.89522 -0.70191 -0.24
C -0.99680 1.38140 0.42092 -0.16
O -0.21050 1.35757 1.77798 -0.15
C -0.38172 -0.58856 -1.10546 -0.57
S 0.18926 -1.08005 -2.72293 0.40
S 1.97236 -0.33284 -3.19335 0.31
H 0.86792 0.99851 -0.35970 0.09
H -0.15031 1.38697 -1.53716 0.03
H -1.23148 2.48563 0.58563 0.13
H -1.99149 0.68245 0.47178 0.15
H -0.22073 0.40072 1.95730 0.00
H -1.38111 -0.94695 -0.93929 0.06
H -0.03738 -1.25652 -0.33285 0.05
H 2.59933 -1.38467 -2.58261 -0.17
H -0.30345 -1.51285 3.09480 0.06
H 1.04425 -1.01150 2.79304 0.04
O 0.33830 -1.47452 2.37382 -0.03
```

Results
Net charge: 0
M, g mol⁻¹: 142.2
Multiplicity: 1
Structure (SMILES): OCCCSS.O
E_LUMO, eV: 0.51

=====

It is two that is the least stable of them.